{"formula": "C5H4O4Rh", "method": "the ωB97M-V functional and the def2-TZVPD basis", "elements": ["Rh", "O", "O", "O", "O", "C", "C", "C", "C", "C", "H", "H", "H", "H"], "xyz": [[-1.6326, 1.3440, 0.3815], [-0.4835, -2.3757, 0.9205], [-1.4082, -0.4622, 0.3973], [0.2990, -1.1502, -0.8086], [0.3696, 3.8898, -1.5287], [-0.4209, 3.0397, 0.6677], [0.4208, -3.3270, 0.6711], [-0.5878, -1.3188, 0.1053], [-0.0797, 3.5647, -0.4123], [1.2200, -4.2098, 0.5023], [1.9761, -4.9589, 0.3463], [-0.2122, 4.4668, -2.0596], [0.9474, -1.8918, -0.8839], [-0.4080, 3.3894, 1.7011]], "charge": 3, "multiplicity": 5, "s2": 6.012, "homo_energy_ev": [-22.52, -22.78], "de_lowest_kcal_mol": 0.0, "total_energy_ev": -16404.4192, "gap_ev": [10.26, 5.23]}